102
Properties=species:S:1:pos:R:3:forces:R:3:mulliken_charge:R:1 method="wB97M-V/def2-TZVPD" gap_ev="6.917 / 7.629" total_charge=+1 multiplicity=3 s2=2.048 fmax_ha_per_bohr=0.0404 relative_energy_kcal_mol=50.3 homo_ev="-10.808 / -10.814" total_energy_ha=-6153.00589
V -0.6187 1.0398 0.6394 -0.24 -0.34 0.55 -0.09
C 1.4494 7.3387 1.6168 0.01 0.00 -0.07 -0.56
C 1.0416 6.3335 2.4804 -0.06 -0.02 0.03 -0.74
C 0.6492 5.1094 1.9756 -0.03 -0.17 -0.09 -0.42
C 0.6670 4.8905 0.6008 0.15 -0.49 0.04 0.62
C 1.0731 5.8951 -0.2697 -0.08 -0.21 -0.03 -0.28
C 1.4612 7.1193 0.2491 0.04 0.13 -0.03 -0.69
P 0.0824 3.2693 0.0049 -0.74 1.45 -0.76 2.25
C 0.5229 3.0333 -1.7331 0.14 0.06 0.07 0.53
C 1.8522 3.1628 -2.1305 -0.04 -0.01 0.04 -0.49
C 2.2318 2.7694 -3.4021 0.03 0.00 0.03 -0.93
C 1.2950 2.2359 -4.2738 -0.04 -0.01 0.00 -0.53
C -0.0322 2.1292 -3.8885 0.08 -0.16 -0.16 -0.76
C -0.4201 2.5090 -2.6174 -0.17 0.13 0.19 -0.74
C -1.7166 3.4423 0.0496 0.26 -0.27 0.08 -1.19
C -2.4916 4.5555 -0.2379 -0.12 0.02 -0.07 -0.64
C -3.8613 4.4681 -0.0643 0.20 0.14 -0.07 -0.93
C -4.4185 3.2874 0.4005 -0.01 -0.25 0.18 -1.24
C -3.6253 2.1907 0.7096 -0.36 -0.11 0.11 0.42
C -2.2468 2.2343 0.5325 -0.13 0.69 -0.06 1.44
H 1.7667 8.2918 2.0100 0.02 0.10 0.04 0.41
H 1.0393 6.4969 3.5458 0.00 0.04 0.13 0.44
H 0.3489 4.3049 2.6386 0.03 0.09 0.05 0.35
H 1.0959 5.7271 -1.3388 -0.01 -0.01 0.00 0.41
H 1.7823 7.9015 -0.4235 0.01 0.05 -0.02 0.44
H 2.5844 3.5534 -1.4349 0.06 0.00 -0.01 0.49
H 3.2630 2.8673 -3.7074 0.08 -0.01 -0.01 0.45
H 1.6008 1.8849 -5.2485 0.00 0.07 -0.09 0.42
H -0.7623 1.7348 -4.5796 -0.06 -0.05 -0.02 0.45
H -1.4596 2.4101 -2.3129 0.11 0.04 -0.08 0.41
H -2.0304 5.4766 -0.5612 0.07 0.10 -0.07 0.56
H -4.4902 5.3219 -0.2658 -0.06 0.06 -0.04 0.44
H -5.4864 3.2318 0.5491 -0.12 -0.05 0.02 0.49
H -4.1050 1.3101 1.1192 -0.01 0.05 -0.08 0.21
C -5.2955 -1.7455 -1.6607 0.12 -0.15 0.06 -1.54
C -5.2021 -1.5070 -0.1679 0.79 0.08 0.22 0.49
C -6.0999 -0.3578 0.2421 0.10 -0.04 0.17 -1.57
Sb -3.0584 -1.2245 0.4366 -0.78 -0.87 0.25 -0.64
C -3.2936 -1.4175 2.6587 0.11 0.11 -0.64 0.68
C -4.6283 -1.9834 3.1099 0.13 -0.11 -0.12 -1.47
C -3.0286 -0.0849 3.3417 0.21 -0.06 -0.09 -1.29
C -2.3142 -3.3179 0.0719 -0.14 0.69 0.07 0.93
C -3.3414 -4.3747 0.4389 0.03 0.19 0.16 -1.41
C -1.8423 -3.5061 -1.3614 0.01 0.20 0.07 -1.30
H -6.3323 -1.9419 -1.9342 -0.09 0.00 -0.10 0.43
H -4.7018 -2.6033 -1.9663 0.03 -0.07 -0.15 0.26
H -4.9567 -0.8707 -2.2152 0.01 0.03 -0.10 0.33
H -5.4861 -2.4085 0.3788 0.03 0.00 0.01 0.39
H -5.9352 0.5113 -0.3903 0.03 0.14 -0.04 0.35
H -5.9502 -0.0695 1.2792 -0.07 0.14 0.12 0.30
H -7.1408 -0.6598 0.1349 -0.15 0.03 -0.04 0.45
H -2.5117 -2.1327 2.9260 -0.01 0.00 -0.08 0.41
H -5.4458 -1.2982 2.9062 -0.13 0.02 -0.03 0.25
H -4.6013 -2.1505 4.1859 -0.04 -0.02 0.15 0.49
H -4.8390 -2.9359 2.6340 -0.16 -0.10 -0.01 0.30
H -3.8686 0.5920 3.2018 -0.02 0.13 -0.02 0.32
H -2.1270 0.4183 2.9611 -0.15 0.02 0.16 0.13
H -2.9123 -0.2337 4.4151 0.07 0.06 0.13 0.46
H -1.4620 -3.4085 0.7526 -0.06 0.10 -0.04 -0.12
H -4.2236 -4.3079 -0.1955 -0.10 -0.04 -0.01 0.24
H -3.6453 -4.2942 1.4804 -0.10 -0.05 0.05 0.30
H -2.9069 -5.3652 0.3019 0.01 -0.12 -0.04 0.49
H -2.6797 -3.4619 -2.0527 -0.07 0.01 -0.15 0.32
H -1.3844 -4.4875 -1.4720 0.09 -0.15 -0.04 0.39
H -1.1101 -2.7594 -1.6642 0.02 0.02 -0.10 0.20
F 0.6465 1.2218 2.3249 0.55 0.06 -1.03 -0.63
As 2.4507 1.1863 1.6986 1.79 -0.60 0.88 2.14
F 1.8404 0.8804 0.0394 -0.49 0.24 1.07 -0.64
F 2.3901 2.8844 1.4071 -0.16 -0.56 0.12 -0.42
F 4.0760 1.1229 1.1102 -0.71 -0.03 0.18 -0.48
F 2.9048 1.4296 3.3447 -0.34 0.04 -0.70 -0.47
F 2.4595 -0.5420 1.9709 -0.15 0.97 -0.24 -0.49
C 8.3718 -4.3206 -0.3320 0.11 0.02 0.00 -1.45
C 7.1455 -3.7017 -0.9224 -0.07 0.03 0.01 0.76
C 6.3100 -2.8978 -0.1561 -0.05 -0.11 -0.11 -0.86
C 5.1848 -2.3104 -0.7072 -0.06 0.13 -0.10 0.02
C 4.8695 -2.5346 -2.0436 0.13 -0.09 0.22 0.02
N 3.7192 -1.9426 -2.6244 0.43 0.18 -0.48 0.01
C 2.4852 -1.8207 -2.0890 -0.26 -0.30 0.05 0.11
O 1.6371 -1.0792 -2.5434 -0.12 0.14 -0.02 -0.63
N 2.2411 -2.6813 -1.0130 0.32 -0.29 -0.36 -0.05
C 1.3589 -2.4144 0.0012 -0.53 0.31 0.42 0.02
C 1.4027 -3.1476 1.1941 -0.17 0.28 -0.24 -0.63
C 0.6544 -2.7179 2.2702 -0.15 0.28 -0.16 -2.12
C -0.0749 -1.5418 2.1558 0.02 -0.31 0.62 -0.82
N -0.2043 -0.9023 0.9945 0.70 -1.12 0.52 2.41
C 0.4290 -1.3713 -0.0739 0.39 -0.35 -0.69 -0.35
C 5.7093 -3.3180 -2.8262 -0.14 0.07 0.06 -0.68
C 6.8341 -3.8902 -2.2650 -0.03 0.09 0.07 -0.72
H 8.3280 -4.3075 0.7529 0.05 -0.05 0.10 0.35
H 9.2554 -3.7624 -0.6398 0.10 0.00 0.01 0.31
H 8.4968 -5.3477 -0.6684 0.02 -0.06 0.01 0.38
H 6.5426 -2.7153 0.8819 0.06 0.01 0.13 0.40
H 4.5670 -1.6486 -0.1117 0.02 0.02 0.03 0.59
H 3.8482 -1.4369 -3.4908 -0.14 -0.04 0.14 0.34
H 2.9756 -3.3467 -0.7972 -0.16 0.15 -0.05 0.35
H 2.0552 -4.0031 1.2745 0.08 -0.13 0.04 0.60
H 0.6903 -3.2344 3.2171 0.01 -0.01 0.04 0.53
H -0.5361 -1.0918 3.0234 0.00 0.00 -0.05 0.86
H 0.2553 -0.8616 -1.0187 0.18 -0.08 0.08 0.82
H 5.4798 -3.4742 -3.8698 -0.06 -0.05 -0.10 0.48
H 7.4792 -4.4977 -2.8801 0.10 -0.10 -0.08 0.41